An isolated ion of composition C9H13N2O and charge +1. Source: the OMol25 dataset; level of theory: ωB97M-V with the def2-TZVPD basis set.

Atoms and positions in Å:
C 3.778 -1.363 -0.556
N 2.556 -0.619 -0.324
C 1.658 -0.918 0.552
C 0.541 -0.178 0.881
N 0.099 1.020 0.405
C 1.093 2.125 0.367
C -1.125 1.293 -0.025
C -2.173 0.312 -0.119
C -3.484 0.625 -0.270
C -4.167 -0.575 -0.263
C -3.245 -1.509 0.014
O -1.991 -1.022 0.015
H 3.636 -2.248 -1.105
H 4.559 -0.596 -0.922
H 4.335 -1.612 0.328
H 2.476 0.106 -0.941
H 1.665 -1.953 0.760
H -0.214 -0.767 1.324
H 1.130 2.497 1.342
H 1.991 1.748 -0.026
H 0.641 2.872 -0.232
H -1.388 2.297 -0.154
H -3.938 1.603 -0.595
H -5.254 -0.532 -0.342
H -3.181 -2.605 -0.113

Cartesian forces (eV/Å) of the 6 atoms listed first:
2.076 2.407 0.538
2.973 -0.987 -0.402
-2.924 1.235 -0.016
0.584 -2.769 0.486
-0.340 2.192 -1.659
-2.072 -0.757 -0.265

Computed properties:
Spin multiplicity ... 1
Charge ... +1
Kohn-Sham gap (spin up / spin down) ... 7.107 / 7.106 eV
SMILES ... CN/C=C\[N+](C)=C/c1ccco1

Computed Löwdin charges, given in elementary charges:
1 C -0.045
2 N -0.042
3 C -0.091
4 C -0.079
5 N -0.096
6 C 0.058
7 C 0.093
8 C -0.256
9 C 0.003
10 C -0.030
11 C -0.061
12 O 0.060
13 H 0.074
14 H 0.131
15 H 0.082
16 H 0.096
17 H 0.138
18 H 0.105
19 H 0.099
20 H 0.076
21 H 0.091
22 H 0.137
23 H 0.163
24 H 0.137
25 H 0.159

=====

An isolated ion of composition C4H7N2S and charge +1. Source: the OMol25 dataset; level of theory: ωB97M-V with the def2-TZVPD basis set.

Atoms and positions in Å:
C 1.420 -1.487 -0.310
C -0.227 0.778 -0.159
C 2.262 -2.092 0.450
C -2.521 0.205 -0.797
N -1.557 0.929 -0.245
N 0.594 1.491 0.650
S 0.540 -0.493 -1.199
H 2.929 -1.674 1.219
H 2.490 -3.254 0.443
H -3.510 0.450 -0.707
H -2.173 -0.616 -1.343
H -1.692 1.772 0.292
H 1.344 2.048 0.294
H 0.103 1.942 1.414

Cartesian forces (eV/Å) of the 6 atoms listed first:
0.532 -0.483 0.640
1.864 -1.885 -1.893
1.459 -2.720 0.967
2.005 -0.137 0.009
1.418 1.276 1.498
-2.086 0.090 0.993

Computed properties:
Spin multiplicity ... 1
Charge ... +1
Kohn-Sham gap (spin up / spin down) ... 7.762 / 6.323 eV

Computed Löwdin charges, given in elementary charges:
1 C -0.494
2 C -0.545
3 C -0.033
4 C 0.128
5 N 0.009
6 N 0.125
7 S 1.053
8 H 0.079
9 H 0.129
10 H 0.076
11 H 0.060
12 H 0.171
13 H 0.121
14 H 0.120

=====

A 2-piece molecular cluster, C4H11OP overall. Source: the OMol25 dataset; level of theory: ωB97M-V with the def2-TZVPD basis set.

Atoms and positions in Å:
C -2.445 0.877 0.610
C -1.143 0.387 1.242
P 0.204 0.697 0.003
C -0.305 -0.408 -1.458
H -2.472 2.019 0.549
H -2.619 0.228 -0.255
H -3.350 0.560 1.288
H -1.366 -0.602 1.524
H -0.736 0.907 2.185
H 1.224 -0.080 0.690
H -0.994 0.213 -2.074
H -1.066 -1.011 -1.071
H 0.558 -0.875 -1.897
C 3.609 -0.798 -0.320
O 4.146 -1.059 0.717
H 4.199 -0.684 -1.304
H 2.557 -0.371 -0.429

Cartesian forces (eV/Å) of the 6 atoms listed first:
-1.769 0.524 2.478
0.703 1.814 0.451
0.415 -0.348 0.224
-0.572 2.318 1.037
-0.121 -1.734 -0.735
-0.017 1.008 -0.433

Computed properties:
Spin multiplicity ... 1
Charge ... 0
Kohn-Sham gap ... 9.581 eV
SMILES ... CCPC.C=O

Computed Löwdin charges, given in elementary charges:
1 C -0.214
2 C -0.539
3 P 0.827
4 C -0.319
5 H 0.089
6 H 0.042
7 H 0.096
8 H 0.045
9 H 0.089
10 H -0.073
11 H 0.037
12 H -0.015
13 H 0.013
14 C -0.174
15 O 0.000
16 H 0.095
17 H 0.001

=====

A 2-piece molecular cluster, C3H9N overall. Source: the OMol25 dataset; level of theory: ωB97M-V with the def2-TZVPD basis set.

Atoms and positions in Å:
C 1.139 0.313 2.004
N 0.510 0.314 0.922
C 0.152 -0.933 0.308
H 1.548 1.246 2.397
H 1.541 -0.551 2.553
H -0.854 -1.126 0.699
H 0.755 -1.820 0.535
H 0.009 -0.953 -0.766
C -1.385 0.472 -2.612
H -1.872 -0.486 -2.440
H -0.445 0.623 -2.098
H -2.120 1.198 -2.255
H -1.257 0.649 -3.678

Cartesian forces (eV/Å) of the 6 atoms listed first:
1.375 0.256 0.256
0.408 0.219 -0.693
-1.244 -1.104 0.608
-0.628 0.195 0.061
-0.417 -0.378 -0.300
-0.059 -0.318 -0.117

Computed properties:
Spin multiplicity ... 1
Charge ... 0
Kohn-Sham gap ... 10.846 eV
SMILES ... C=NC.C

Computed Löwdin charges, given in elementary charges:
1 C -0.094
2 N -0.082
3 C -0.162
4 H 0.062
5 H 0.073
6 H 0.086
7 H 0.076
8 H 0.036
9 C -0.051
10 H 0.018
11 H 0.001
12 H 0.021
13 H 0.016

=====

Number 1: electronic energy -535.1501 Eh. Number 2: electronic energy -663.8864 Eh. Number 3: electronic energy -575.5013 Eh. Number 4: electronic energy -174.4029 Eh.